{"formula": "H24NO15", "method": "ωB97M-V/def2-TZVPD", "elements": ["N", "O", "O", "O", "O", "H", "H", "O", "H", "H", "O", "H", "H", "O", "H", "H", "O", "H", "H", "O", "H", "H", "O", "H", "H", "O", "H", "H", "O", "H", "H", "O", "H", "H", "O", "H", "H", "O", "H", "H"], "coordinates": [[0.5778, -0.1542, -0.5022], [-0.3648, -0.9572, -0.5119], [0.3434, 1.0807, -0.5527], [1.7630, -0.5080, -0.2941], [-2.1689, 2.4841, 1.5274], [-1.5414, 2.6846, 0.8263], [-2.2497, 1.5202, 1.5060], [0.3638, 3.8637, -1.0885], [-0.1659, 4.4563, -0.5445], [0.0840, 2.9690, -0.8110], [-2.5513, -0.5547, 2.1154], [-1.6509, -0.9136, 2.1780], [-3.0841, -1.1445, 2.6566], [2.1273, -3.0396, 1.1539], [2.9044, -3.0127, 1.7213], [2.0855, -2.1530, 0.7452], [-1.0052, -3.5955, -1.3872], [-1.8829, -3.7268, -1.7609], [-0.9104, -2.6296, -1.3220], [2.7625, 2.9894, 0.2586], [2.1790, 2.2224, 0.2841], [2.5197, 3.4332, -0.5603], [-2.2182, 1.8935, -1.8198], [-3.1063, 1.7712, -1.4691], [-1.6680, 1.2631, -1.3271], [4.2797, -0.7061, -1.4919], [4.5251, -1.5808, -1.8098], [3.3607, -0.8054, -1.1754], [-0.6716, -2.8307, 1.9133], [0.0500, -3.1648, 1.3563], [-0.2794, -2.7527, 2.7895], [1.0296, 0.0084, 3.0306], [1.8000, -0.5097, 2.7738], [0.9332, 0.6626, 2.3266], [0.7282, 2.2615, -3.6957], [0.0773, 2.4558, -3.0091], [1.4787, 1.8916, -3.2174], [-3.7326, -2.0317, -0.2645], [-3.8440, -1.1989, -0.7321], [-2.8771, -1.9408, 0.1841]], "forces_ev_per_angstrom": [[-0.331, 0.403, 1.184], [0.589, 0.299, -0.436], [-0.100, -0.259, -0.270], [-0.381, -0.413, -0.130], [0.019, -0.029, -0.069], [-0.038, -0.054, -0.047], [-0.069, -0.080, 0.208], [-0.406, -0.327, 0.185], [0.067, 0.029, -0.088], [0.276, 0.465, -0.231], [0.286, 0.203, 0.056], [-0.100, -0.124, -0.179], [-0.023, 0.017, -0.095], [0.195, 0.322, 0.071], [-0.040, -0.077, -0.065], [-0.146, -0.180, -0.191], [-0.062, 0.181, -0.188], [0.002, 0.045, 0.137], [0.140, -0.327, 0.099], [0.333, -0.058, 0.205], [0.002, -0.048, -0.192], [-0.236, 0.030, 0.077], [-0.003, -0.169, 0.144], [0.065, 0.084, 0.024], [0.082, 0.046, -0.099], [-0.219, -0.273, 0.070], [-0.044, 0.064, 0.004], [0.380, 0.245, -0.173], [-0.158, -0.103, 0.188], [-0.114, 0.183, 0.104], [0.135, -0.016, -0.124], [-0.005, -0.002, -0.022], [-0.083, 0.055, -0.099], [0.001, -0.050, 0.073], [0.043, -0.130, -0.043], [0.052, 0.076, -0.084], [-0.099, 0.041, 0.022], [0.124, -0.134, -0.133], [0.063, 0.012, 0.071], [-0.193, 0.052, 0.039]], "mulliken_charge": [0.694, -0.608, -0.320, -0.924, -0.664, 0.314, 0.327, -0.589, 0.282, 0.344, -0.613, 0.302, 0.294, -0.646, 0.306, 0.403, -0.618, 0.307, 0.381, -0.691, 0.319, 0.331, -0.613, 0.296, 0.272, -0.637, 0.302, 0.474, -0.590, 0.291, 0.295, -0.626, 0.315, 0.310, -0.670, 0.323, 0.329, -0.661, 0.314, 0.345], "relative_energy_kj_mol": 0.0, "energy_ev": -32592.7466, "charge": -1, "homo_ev": -7.52, "lumo_energy_ha": 0.0959}